# 1
Here is 5 unconnected molecules or ions with the total composition C33H78N4O3P at a distorted geometry from the OMol25 dataset. Energies are from wB97M-V/def2-TZVPD.

The total charge is +3. The HOMO-LUMO gap is 8.795 eV. The total energy comes out at -56850.251 eV.

Element x y z (Å)
P1 -12.97 -11.10 16.34
O1 -11.35 -9.44 12.58
O2 -11.12 -7.40 11.78
O3 -10.58 -9.00 10.58
N1 -9.81 -12.76 10.27
N2 -11.04 -8.60 11.70
N3 -10.84 -4.83 10.97
N4 -15.01 -6.29 8.67
C1 -15.96 -5.06 8.73
C2 -14.43 -8.51 10.09
C3 -13.91 -11.53 14.85
C4 -9.50 -12.04 11.59
C5 -11.00 -11.59 8.51
C6 -10.34 -10.43 17.41
C7 -13.30 -7.79 14.87
C8 -12.74 -14.01 20.01
C9 -8.17 -12.33 12.33
C10 -13.24 -12.74 14.14
C11 -12.88 -8.20 16.35
C12 -13.15 -13.65 17.51
C13 -11.14 -10.97 16.21
C14 -8.81 -12.40 9.14
C15 -14.18 -7.14 6.49
C16 -9.66 -11.97 7.97
C17 -8.53 -12.26 17.63
C18 -13.64 -9.46 16.94
C19 -7.89 -11.46 13.53
C20 -13.48 -14.53 18.72
C21 -16.03 -9.50 11.80
C22 -14.57 -9.07 11.54
C23 -12.73 -6.47 14.38
C24 -9.74 -11.57 18.30
C25 -13.50 -12.19 17.69
C26 -9.69 -14.27 10.63
C27 -15.38 -7.15 7.38
C28 -13.55 -5.86 8.36
C29 -13.56 -14.39 12.12
C30 -11.24 -12.41 9.77
C31 -14.06 -13.16 12.90
C32 -13.02 -6.88 7.39
C33 -15.20 -7.14 9.97
H1 -10.38 -12.26 12.20
H2 -13.83 -14.10 16.78
H3 -10.96 -9.85 18.09
H4 -16.08 -4.63 7.74
H5 -13.38 -8.34 9.83
H6 -12.25 -12.47 13.77
H7 -8.86 -12.78 16.74
H8 -11.65 -6.43 14.24
H9 -11.69 -13.76 19.82
H10 -8.65 -14.61 10.59
H11 -12.89 -11.78 18.49
H12 -9.53 -10.98 11.32
H13 -16.00 -10.20 12.64
H14 -14.57 -12.11 17.93
H15 -13.04 -7.34 17.00
H16 -13.27 -8.63 14.18
H17 -12.14 -6.45 6.92
H18 -10.51 -12.32 18.48
H19 -16.65 -8.61 11.90
H20 -8.21 -11.59 9.55
H21 -11.80 -8.34 16.42
H22 -11.73 -11.73 7.72
H23 -16.31 -6.77 6.95
H24 -9.60 -9.77 16.97
H25 -15.61 -8.20 7.56
H26 -16.28 -7.19 10.11
H27 -10.84 -11.93 15.79
H28 -13.23 -13.12 20.39
H29 -13.68 -15.22 12.82
H30 -12.91 -5.89 9.24
H31 -13.02 -13.62 14.75
H32 -14.76 -6.43 10.67
H33 -7.63 -10.45 13.24
H34 -14.23 -6.34 5.76
H35 -7.96 -12.89 18.33
H36 -11.68 -13.39 9.59
H37 -7.02 -11.83 14.07
H38 -10.31 -14.60 11.46
H39 -15.10 -13.34 13.16
H40 -9.79 -12.76 7.23
H41 -7.33 -12.33 11.64
H42 -14.29 -8.33 12.29
H43 -14.02 -12.35 12.17
H44 -8.14 -13.18 8.79
H45 -9.15 -11.15 7.46
H46 -12.96 -14.79 20.74
H47 -12.51 -14.36 11.84
H48 -10.35 -4.69 10.10
H49 -7.83 -11.47 17.36
H50 -14.19 -8.06 5.90
H51 -16.44 -10.07 10.97
H52 -14.01 -10.68 14.18
H53 -10.85 -10.51 8.59
H54 -16.97 -5.40 8.99
H55 -13.63 -9.44 18.03
H56 -14.37 -7.58 14.92
H57 -11.81 -11.99 10.61
H58 -14.11 -14.73 11.24
H59 -8.34 -13.34 12.69
H60 -14.78 -9.33 9.47
H61 -14.72 -9.53 16.78
H62 -14.55 -14.58 18.94
H63 -13.07 -5.60 14.94
H64 -13.17 -6.35 13.39
H65 -10.70 -5.77 11.30
H66 -12.69 -7.83 7.83
H67 -11.77 -4.43 10.95
H68 -15.53 -4.28 9.37
H69 -10.14 -14.81 9.79
H70 -12.08 -13.84 17.41
H71 -13.87 -9.90 11.65
H72 -14.85 -11.90 15.27
H73 -11.00 -10.27 15.38
H74 -9.50 -11.16 19.28
H75 -8.72 -11.47 14.24
H76 -13.43 -4.84 8.00
H77 -13.24 -15.58 18.56
H78 -10.31 -4.29 11.64

***

# 2
Here is a single C4H5N3O molecule at a distorted geometry from the OMol25 dataset. Energies are from wB97M-V/def2-TZVPD.

The total charge is 0. The calculation puts the energy relative to the best compared isomer or geometry (same formula, charge and spin) at 510.8 kJ/mol. The HOMO-LUMO gap is 9.128 eV. The SMILES is [H]/N=C/N(O)C(=C)C#N. The total energy comes out at -10742.321 eV.

Element x y z (Å)
O1 0.16 1.87 -0.01
N1 0.46 0.52 0.04
N2 -3.05 0.12 -0.16
N3 2.37 -0.79 -0.15
C1 1.82 0.40 -0.06
C2 -0.59 -0.53 0.00
C3 -0.21 -1.82 0.20
C4 -1.89 -0.10 0.01
H1 0.08 2.38 0.93
H2 2.42 1.43 -0.10
H3 3.38 -0.82 0.10
H4 0.80 -2.14 -0.03
H5 -1.12 -2.49 0.22

***

# 3
Here is a single C5H13NS molecule at a distorted geometry from the OMol25 dataset. Energies are from wB97M-V/def2-TZVPD.

The total charge is 0. The calculation puts the energy relative to the best compared isomer or geometry (same formula, charge and spin) at 105.7 kJ/mol. The HOMO-LUMO gap is 9.172 eV. The SMILES is CN[C@@H](C)CCS. The total energy comes out at -17720.156 eV.

Element x y z (Å)
S1 0.80 0.32 3.40
N1 -0.49 -0.83 -0.81
C1 -1.15 1.49 -1.41
C2 0.14 1.08 0.68
C3 0.88 0.10 1.57
C4 0.30 -2.02 -1.08
C5 -0.14 0.58 -0.78
H1 -0.04 -2.50 -2.01
H2 1.36 -1.79 -1.20
H3 -0.77 2.51 -1.41
H4 -2.03 1.66 -0.77
H5 0.63 2.04 0.54
H6 1.95 0.16 1.35
H7 -0.88 1.10 1.09
H8 0.05 -2.79 -0.34
H9 0.80 0.70 -1.31
H10 -1.57 1.09 -2.33
H11 -1.35 -1.04 -0.33
H12 0.49 -0.89 1.37
H13 1.04 -0.96 3.78

***

# 4
Here is a molecular structure, H5O3 at a distorted geometry from the OMol25 dataset. Energies are from wB97M-V/def2-TZVPD.

The total charge is -1. The calculation puts the energy relative to the best compared isomer or geometry (same formula, charge and spin) at 80.8 kJ/mol. The HOMO-LUMO gap is 8.771 eV. The total energy comes out at -6223.793 eV.

Element x y z (Å)
O1 1.86 -1.14 1.24
O2 -2.29 1.00 -0.67
O3 0.48 0.19 -0.43
H1 1.12 -0.31 0.52
H2 1.39 -1.91 1.23
H3 -1.34 0.46 -0.78
H4 -2.11 1.89 -0.99
H5 0.49 -0.53 -1.04

***

# 5
Here is a single C3H3N5 molecule at a distorted geometry from the OMol25 dataset. Energies are from wB97M-V/def2-TZVPD.

The total charge is 0. The calculation puts the energy relative to the best compared isomer or geometry (same formula, charge and spin) at 231.6 kJ/mol. The HOMO-LUMO gap is 8.701 eV. The SMILES is [H]/N=c1/ncncnn1. The total energy comes out at -10606.466 eV.

Element x y z (Å)
N1 0.57 1.01 0.66
N2 -0.28 0.30 -1.34
N3 -1.60 1.52 0.06
N4 0.07 -0.93 -1.33
N5 0.69 -1.25 1.04
C1 -0.52 0.92 -0.18
C2 0.13 -1.56 -0.06
C3 1.15 0.00 1.14
H1 -2.30 1.56 -0.63
H2 2.07 0.27 1.73
H3 -0.40 -2.56 -0.09

***

# 6
Here is 6 unconnected molecules or ions with the total composition C18H38BF4N3O13 at a distorted geometry from the OMol25 dataset. Energies are from wB97M-V/def2-TZVPD.

The total charge is -2. The HOMO-LUMO gap is 6.535 eV. The total energy comes out at -61918.036 eV.

Element x y z (Å)
F1 -8.71 13.69 2.29
F2 -7.27 12.92 0.67
F3 -7.32 15.18 1.20
F4 -6.45 13.68 2.70
O1 -0.29 20.57 -2.09
O2 -4.26 20.42 -3.81
O3 -4.65 14.73 0.00
O4 -3.07 13.77 3.33
O5 -1.19 16.12 -4.17
O6 -4.56 16.57 -1.15
O7 -0.18 20.17 0.13
O8 -5.54 26.44 -2.71
O9 -0.76 14.39 -5.45
O10 -1.13 18.70 -1.19
O11 0.55 16.18 -5.60
O12 -2.72 15.65 -0.50
O13 -1.04 10.52 0.57
N1 -4.00 15.64 -0.52
N2 -3.76 23.23 -3.14
N3 -1.56 13.32 0.85
C1 -0.41 15.64 -5.14
C2 -1.86 13.96 -4.66
C3 -4.80 25.27 -2.35
C4 -0.97 18.01 0.03
C5 -0.52 19.89 -1.14
C6 -3.14 22.55 -4.28
C7 -2.04 14.59 2.84
C8 -3.01 21.08 -3.95
C9 -3.83 14.44 4.30
C10 -4.13 19.02 -3.63
C11 -4.31 24.50 -3.58
C12 -0.60 12.77 -0.08
C13 -6.63 26.70 -1.87
C14 -2.32 15.25 -3.97
C15 0.04 11.44 0.35
C16 -0.62 19.15 1.04
C17 -1.01 13.70 2.14
C18 -0.55 9.36 1.18
B1 -7.42 13.86 1.67
H1 -1.60 15.24 3.61
H2 -4.51 22.65 -2.79
H3 -5.15 18.64 -3.59
H4 -4.51 13.71 4.75
H5 -7.16 27.57 -2.26
H6 -3.23 15.74 -4.33
H7 0.26 13.48 -0.13
H8 -1.79 14.22 0.39
H9 -1.29 8.56 1.25
H10 0.59 11.56 1.29
H11 -2.40 20.62 -4.74
H12 -3.17 14.78 5.12
H13 -2.65 13.62 -5.33
H14 -0.21 9.60 2.19
H15 -2.15 22.90 -4.57
H16 0.74 10.94 -0.32
H17 -1.04 12.64 -1.07
H18 -4.46 15.25 3.91
H19 -5.16 24.43 -4.28
H20 -1.96 17.72 0.37
H21 -3.60 18.55 -4.47
H22 -2.47 15.11 -2.90
H23 -3.55 25.11 -4.06
H24 -3.61 18.73 -2.71
H25 -2.43 15.27 2.07
H26 -0.81 12.80 2.72
H27 -1.61 13.14 -3.99
H28 -0.22 17.23 -0.04
H29 -0.03 14.22 2.05
H30 0.29 18.87 1.57
H31 -7.29 25.83 -1.76
H32 -1.50 19.43 1.60
H33 -4.04 25.60 -1.64
H34 -6.37 26.92 -0.82
H35 0.30 8.95 0.60
H36 -3.77 22.67 -5.17
H37 -2.53 21.01 -2.98
H38 -5.43 24.58 -1.78